1.
The following is a quantum chemistry calculation of 2 unconnected molecules or ions with the total composition C6H12N2 at a distorted geometry, from the OMol25 dataset.

```
20
C6H12N2 ωB97M-V with the def2-TZVPD basis set
C 1.41 0.32 -1.89
C -1.08 -1.88 -0.57
C 0.64 -0.74 -1.19
C 1.08 -1.95 -0.76
N -0.75 -0.70 -0.99
N 0.01 -2.71 -0.39
H -2.07 -2.31 -0.62
H -0.09 -3.44 0.30
H 2.11 -2.26 -0.86
H 1.83 0.99 -1.12
H 0.81 0.73 -2.69
H 2.35 -0.11 -2.27
C -0.90 1.99 0.88
C -0.78 1.64 2.38
H -1.10 3.02 0.58
H 0.06 1.64 0.52
H -1.64 1.34 0.42
H -1.66 1.45 2.97
H -0.20 0.70 2.43
H -0.03 2.29 2.85
```

- HOMO-LUMO gap (eV) = 9.524
- energy above the lowest of the compared OMol25 structures with the same formula, charge and spin (kcal/mol) = 18.8
- LUMO energy (eV) = 0.897
- HOMO level (eV) = -8.63
- spin multiplicity = 1

Here are the Löwdin charges for atoms 1 to 5, given in e: -0.05 -0.21 -0.35 -0.10 0.09

2.
The following is a quantum chemistry calculation of a molecular structure, C7H12CsLiO4 at a distorted geometry, from the OMol25 dataset.

```
25
C7H12CsLiO4 ωB97M-V with the def2-TZVPD basis set
C 1.88 -0.75 -1.48
C 2.83 0.30 -0.90
O 2.23 1.58 -0.75
Cs 4.49 5.03 -1.92
H 2.48 -1.61 -1.82
H 0.89 1.33 -0.32
H 1.39 -0.31 -2.37
H 3.77 0.22 -1.47
H 3.14 -0.07 0.10
C 0.81 -1.24 -0.50
C 1.29 -2.07 0.57
H 0.01 -1.72 -1.09
H 0.48 -2.57 1.14
H 1.93 -1.54 1.29
O -4.64 1.55 1.19
C -3.82 0.61 1.37
O -4.17 -0.55 1.70
O -2.53 0.90 1.12
C -1.66 -0.16 0.71
C -0.40 0.44 0.10
Li -5.96 0.24 1.79
H -2.19 -0.79 -0.03
H -1.42 -0.78 1.58
H -0.11 1.15 0.90
H -0.72 0.79 -0.90
```

- HOMO-LUMO gap (spin up / spin down) (eV) = 2.381 / 3.287
- ⟨S²⟩ = 0.7501
- total charge = -1
- LUMO energy (spin up / spin down) (eV) = 1.041 / 1.041
- HOMO level (spin up / spin down) (eV) = -1.34 / -2.25
- spin multiplicity = 2

Here are the Löwdin charges for atoms 1 to 5, given in e: -0.24 -0.38 -0.30 -0.02 0.10

3.
The following is a quantum chemistry calculation of 2 unconnected molecules or ions with the total composition CH7N2 at a distorted geometry, from the OMol25 dataset.

```
10
CH7N2 ωB97M-V with the def2-TZVPD basis set
N -0.60 -1.50 1.00
H -0.42 -1.06 1.91
H -1.64 -1.65 1.05
H -0.27 -0.76 0.28
H -0.28 -2.45 0.74
C 0.20 1.39 -1.11
N 0.58 0.65 -0.16
H 0.78 1.53 -2.04
H -0.80 1.83 -1.00
H 1.57 0.36 -0.21
```

- HOMO-LUMO gap (spin up / spin down) (eV) = 13.622 / 9.593
- ⟨S²⟩ = 0.7576
- total charge = +2
- energy above the lowest of the compared OMol25 structures with the same formula, charge and spin (kcal/mol) = 0.0
- LUMO energy (spin up / spin down) (eV) = -11.191 / -15.599
- HOMO level (spin up / spin down) (eV) = -24.81 / -25.19
- spin multiplicity = 2

Here are the Löwdin charges for atoms 1 to 5, given in e: 0.30 0.17 0.19 0.09 0.18

4.
The following is a quantum chemistry calculation of 4 unconnected molecules or ions with the total composition C2H14NO3 at a distorted geometry, from the OMol25 dataset.

```
20
C2H14NO3 ωB97M-V with the def2-TZVPD basis set
C 0.89 2.34 0.99
C 0.19 1.00 1.29
N 0.24 0.00 0.10
H 2.01 2.38 1.17
H 0.67 2.69 0.00
H 0.74 3.12 1.71
H 0.64 0.39 2.18
H -0.91 1.12 1.59
H -0.03 -1.01 0.50
H 1.27 -0.09 -0.25
H -0.52 0.30 -0.60
H -1.11 -2.36 1.82
H -2.13 -2.29 0.65
O -1.49 -1.81 1.13
H -2.08 -0.20 -2.99
H -2.58 0.90 -2.35
O -2.21 0.09 -2.11
H 2.97 -1.38 -0.18
H 2.99 -1.14 -1.79
O 2.45 -1.10 -1.01
```

- HOMO-LUMO gap (eV) = 12.492
- total charge = +1
- energy above the lowest of the compared OMol25 structures with the same formula, charge and spin (kcal/mol) = 28.0
- LUMO energy (eV) = -2.980
- HOMO level (eV) = -15.47
- spin multiplicity = 1

Here are the Löwdin charges for atoms 1 to 5, given in e: -0.09 -0.21 0.09 0.10 0.07